Record 1
# C3H5ClN2S

C3H5ClN2S in the gas phase at a distorted geometry (ωB97M-V with the def2-TZVPD basis set, the Open Molecules 2025 dataset).

Results
LUMO = 0.0119 Eh
Energy above the lowest of the compared OMol25 structures with the same formula, charge and spin = 3.080 eV
Spin multiplicity = 1
Total energy = -1085.06591 a.u.

Cartesian coordinates (Å):
1 C 3.19561 -0.50428 -0.38917
2 C 0.94767 -0.29816 0.55965
3 C -0.18231 0.66928 0.37829
4 N 2.04934 -0.37974 -0.09626
5 N -2.58406 -0.14470 -0.72340
6 S -1.77754 -0.14020 0.79940
7 Cl 0.06249 2.12585 1.57335
8 H 3.72103 -0.96912 -1.18530
9 H -2.60641 -1.16640 -1.03320
10 H 0.81047 -0.78419 1.46943
11 H -0.09728 1.27445 -0.49745
12 H -3.53901 0.31722 -0.85535

***

Record 2
# H26KrO13

A molecular structure, H26KrO13 at a distorted geometry (ωB97M-V with the def2-TZVPD basis set, the Open Molecules 2025 dataset).

Results
LUMO = -0.0107 Eh
Energy above the lowest of the compared OMol25 structures with the same formula, charge and spin = 0.814 eV
Spin multiplicity = 1
Total energy = -3747.32652 a.u.

Cartesian coordinates (Å):
1 Kr 0.01389 0.36404 -0.36515
2 O -2.59645 0.48106 3.47977
3 H -2.52222 -0.28099 4.05423
4 H -1.98767 0.30164 2.76323
5 O 1.10635 -2.95678 2.46315
6 H 0.58236 -2.15995 2.38127
7 H 1.70127 -2.93087 1.71373
8 O -2.93860 -0.05923 -2.20361
9 H -2.20854 -0.39042 -2.72665
10 H -3.71974 -0.30411 -2.69968
11 O -3.05749 -0.92665 0.71231
12 H -3.96950 -0.86825 0.99704
13 H -3.04365 -0.49043 -0.13960
14 O -1.60992 -2.77079 -0.64511
15 H -2.07571 -2.14807 -0.08702
16 H -1.00679 -2.23080 -1.15588
17 O 3.20393 1.82903 -1.35449
18 H 2.59042 2.55722 -1.45246
19 H 3.94911 2.06718 -1.90605
20 O 0.36497 -0.20153 2.80498
21 H 1.30083 -0.00639 2.85300
22 H 0.08877 -0.27889 3.71819
23 O -0.32338 2.67474 2.41724
24 H -0.01855 1.78003 2.26631
25 H -0.96692 2.82892 1.72564
26 O 2.96816 2.42737 1.86498
27 H 2.34904 3.05708 2.23427
28 H 2.74504 2.38861 0.93496
29 O 2.55203 -2.49777 0.19283
30 H 1.89076 -2.57963 -0.49438
31 H 3.11752 -1.78398 -0.10207
32 O -1.71857 2.67420 -2.24690
33 H -2.12815 1.82285 -2.40083
34 H -1.65854 2.74285 -1.29406
35 O -0.45155 -1.14181 -3.15293
36 H -0.78506 -1.54575 -3.95408
37 H 0.44483 -0.88475 -3.36896
38 O 2.30988 -0.18838 -2.86388
39 H 2.98174 -0.85900 -2.74093
40 H 2.52609 0.48837 -2.22241

***

Record 3
# C2H4O2S

2 unconnected molecules or ions with the total composition C2H4O2S at a distorted geometry (ωB97M-V with the def2-TZVPD basis set, the Open Molecules 2025 dataset).

Results
LUMO (alpha / beta) = -0.0313 / -0.0303 Eh
Structure (SMILES) = CC=O.O=S
Energy above the lowest of the compared OMol25 structures with the same formula, charge and spin = 3.200 eV
Spin multiplicity = 1
Total energy = -627.16655 a.u.

Cartesian coordinates (Å):
1 C -0.83861 -0.85712 0.11128
2 C 0.04456 0.30191 0.10076
3 O -4.80207 -0.14851 -0.65436
4 O -1.95963 -0.98497 0.57762
5 S -4.14060 0.52281 0.50059
6 H -0.49698 -1.88581 -0.37251
7 H -0.58570 1.09160 0.41964
8 H 0.44281 0.60531 -0.91934
9 H 0.79332 0.09172 0.75143

***

Record 4
# C5H10ClN4

A gas-phase ion, C5H10ClN4 (charge +1) at a distorted geometry (ωB97M-V with the def2-TZVPD basis set, the Open Molecules 2025 dataset).

Results
LUMO = -0.1446 Eh
Structure (SMILES) = CC[C@]1(Cl)N=C(N)NC=[NH+]1
Energy above the lowest of the compared OMol25 structures with the same formula, charge and spin = 1.147 eV
Spin multiplicity = 1
Total energy = -875.47970 a.u.
Charge = +1

Cartesian coordinates (Å):
1 C -0.16962 1.20922 -1.78438
2 C -0.62490 1.65478 0.46926
3 C 1.26921 0.39246 0.22770
4 C 0.08091 -1.69258 0.57857
5 C 1.49192 -1.07006 0.56398
6 N 0.31866 0.96916 0.88769
7 N -0.86049 1.85104 -0.90748
8 N 0.72881 0.34863 -1.39646
9 N -1.64555 1.97941 1.30555
10 Cl 2.86320 1.25390 0.17702
11 H -0.44200 1.42962 -2.81648
12 H -0.56019 -1.18728 1.32270
13 H 0.13717 -2.74929 0.66609
14 H -0.43913 -1.47714 -0.31970
15 H 1.99558 -1.60808 -0.25816
16 H 1.86608 -1.09617 1.56829
17 H -1.33622 2.73956 -1.10569
18 H 1.29134 0.05267 -2.18287
19 H -1.49080 2.23636 2.22594
20 H -2.52014 2.45587 0.93973

***

Record 5
# C6H14N3O4

A gas-phase ion, C6H14N3O4 (charge +1) at a distorted geometry (ωB97M-V with the def2-TZVPD basis set, the Open Molecules 2025 dataset).

Results
LUMO = -0.1940 Eh
Structure (SMILES) = C/C=[NH+]\N=N\OCO[C@@H](O)OCC
Energy above the lowest of the compared OMol25 structures with the same formula, charge and spin = 4.672 eV
Spin multiplicity = 1
Total energy = -701.79181 a.u.
Charge = +1

Cartesian coordinates (Å):
1 C 0.02698 1.68050 0.15486
2 C -0.70230 -0.10045 1.56854
3 C 2.12243 -1.24994 -3.15189
4 C -3.69687 -1.02342 1.42000
5 C 3.27771 -1.01445 -2.29667
6 C -3.04737 0.41544 1.45898
7 N 2.42927 1.23812 0.18320
8 N 2.21081 0.64424 -0.92332
9 N 3.28443 -0.11494 -1.33151
10 O -0.39880 0.38845 0.22186
11 O 1.39616 1.79734 0.74717
12 O 0.35876 0.07386 2.44420
13 O -1.77098 0.52254 2.08168
14 H 0.33219 1.93241 -0.81271
15 H -0.38403 2.43333 0.76907
16 H -0.92205 -1.09445 1.47756
17 H 1.93741 -0.54025 -4.00990
18 H 2.05978 -2.29192 -3.43746
19 H 1.05773 -1.02884 -2.74633
20 H -3.42759 -1.81325 0.73354
21 H -3.74159 -1.36783 2.45435
22 H -4.82768 -0.96870 1.25696
23 H 0.48794 0.95215 2.75498
24 H 4.04754 -1.59457 -2.59245
25 H -3.52057 1.28271 1.87633
26 H -2.74680 0.83342 0.42778
27 H 4.15750 0.00851 -0.72884